Entry 1:
{
  "formula": "C12H10ClErF5",
  "method": "ωB97M-V/def2-TZVPD",
  "species": ["C", "C", "C", "H", "C", "C", "H", "H", "H", "H", "Er", "Cl", "C", "C", "C", "H", "C", "C", "H", "H", "H", "H", "F", "C", "F", "C", "F", "F", "F"],
  "positions_angstrom": [[2.170, -0.863, -2.220], [1.455, 0.348, -2.550], [0.078, 0.063, -2.561], [1.877, 1.327, -2.751], [-0.127, -1.272, -2.178], [1.148, -1.892, -1.968], [1.323, -2.880, -1.555], [3.220, -0.896, -1.889], [-0.701, 0.745, -2.918], [-1.102, -1.749, -2.139], [1.489, -0.360, -0.115], [3.043, 1.267, 0.739], [-1.258, 1.886, 1.655], [-2.227, 1.098, 0.956], [-2.225, 1.514, -0.429], [-2.782, 0.259, 1.357], [-1.274, 2.571, -0.568], [-0.678, 2.805, 0.708], [0.177, 3.471, 0.913], [-0.921, 1.750, 2.685], [-2.728, 0.987, -1.223], [-0.930, 3.007, -1.494], [1.463, -2.562, 1.331], [0.204, -1.836, 1.556], [-0.771, -2.694, 1.132], [0.066, -1.586, 3.033], [0.194, -2.731, 3.752], [0.990, -0.691, 3.492], [-1.177, -1.085, 3.250]],
  "forces_ev_per_angstrom": [[-0.96, -0.72, -0.98], [0.51, -0.69, -0.15], [0.02, 0.22, -0.24], [0.08, -0.26, 0.04], [0.83, -0.59, -0.05], [0.48, 1.20, -0.75], [0.00, 0.01, -0.23], [-0.25, -0.19, -0.64], [0.39, -0.25, 0.62], [0.31, 0.02, 0.24], [-3.47, 0.78, 3.04], [0.86, 0.35, 0.22], [0.06, -0.01, -1.19], [0.91, 0.75, -0.93], [0.83, 0.21, 1.52], [-0.04, 0.13, 0.02], [0.01, -0.88, 0.81], [0.10, -0.87, 0.16], [-0.64, -0.23, -0.11], [-0.30, 0.15, -0.24], [-0.30, 0.11, -0.17], [-0.16, 0.21, -0.12], [0.09, -0.01, 0.28], [0.64, 1.59, -1.94], [0.18, -0.16, 0.52], [-0.52, -0.12, 0.01], [-0.01, 0.45, 0.34], [-0.72, -0.84, -0.34], [1.05, -0.36, 0.23]],
  "orbital_gap_ev": [5.492, 5.502],
  "s2": 3.75,
  "charge": -1,
  "homo_ev": [-3.1, -3.1],
  "e_lumo_ev": [2.39, 2.40],
  "spin_multiplicity": 4
}

***

Entry 2:
{
  "formula": "C12H10ClFSi",
  "method": "ωB97M-V/def2-TZVPD",
  "species": ["C", "C", "C", "C", "C", "C", "C", "C", "C", "C", "C", "C", "F", "Si", "Cl", "H", "H", "H", "H", "H", "H", "H", "H", "H", "H"],
  "positions_angstrom": [[2.251, 2.899, -2.489], [-1.456, -3.299, 2.537], [0.919, 3.122, -2.737], [2.567, 2.024, -1.484], [-0.428, -2.433, 2.703], [-2.571, -2.905, 1.725], [-0.050, 2.305, -2.200], [1.615, 1.344, -0.759], [-0.278, -1.359, 1.856], [-2.439, -1.815, 0.923], [0.224, 1.387, -1.222], [-1.194, -1.014, 0.904], [-2.407, 0.560, -1.268], [-1.047, 0.241, -0.510], [3.336, -0.241, 2.280], [3.085, 3.443, -2.754], [-1.610, -4.058, 3.231], [0.591, 3.801, -3.514], [3.614, 1.782, -1.492], [0.465, -2.787, 3.205], [-3.539, -3.496, 1.542], [-0.998, 2.307, -2.578], [1.854, 0.605, 0.022], [0.685, -0.710, 1.887], [-3.189, -1.704, 0.193]],
  "forces_ev_per_angstrom": [[-1.76, -0.16, 1.87], [-2.94, 1.77, -0.26], [-0.45, 0.47, -1.60], [0.50, -1.34, 0.19], [1.63, -1.01, -0.67], [-0.36, -1.21, -0.25], [0.95, -0.09, 0.17], [-1.83, -1.80, -0.29], [3.37, 2.90, -0.48], [2.05, 0.78, -0.60], [2.36, -0.95, 2.27], [-3.08, -0.42, -1.53], [0.24, -0.55, 0.33], [0.50, 0.47, 1.04], [-0.61, 0.01, -0.37], [1.19, 1.36, -1.76], [0.16, -1.77, 0.70], [0.14, 0.19, 0.10], [0.32, -0.13, 1.24], [-0.14, 0.48, 0.65], [1.78, 0.64, 0.84], [-2.49, 0.50, -1.06], [0.50, 0.56, -0.14], [-1.19, -1.42, 0.36], [-0.84, 0.71, -0.74]],
  "orbital_gap_ev": 4.360,
  "homo_ev": -6.9,
  "e_lumo_ev": -2.55
}

***

Entry 3:
{
  "formula": "C12H10F6N4O5",
  "method": "ωB97M-V/def2-TZVPD",
  "species": ["O", "O", "O", "O", "F", "F", "F", "F", "F", "F", "N", "O", "C", "C", "C", "C", "C", "C", "C", "N", "N", "N", "C", "C", "C", "C", "C", "H", "H", "H", "H", "H", "H", "H", "H", "H", "H"],
  "positions_angstrom": [[-0.811, -4.406, 5.132], [-1.515, 0.887, 2.244], [-0.620, -5.843, 3.494], [-0.433, 0.258, 4.057], [1.801, 1.641, 0.144], [2.391, 0.901, -1.883], [3.091, 2.862, -1.197], [0.765, 4.109, 0.144], [-0.731, 4.517, -1.382], [1.358, 5.044, -1.728], [-0.284, -0.653, -1.238], [0.973, 2.762, -3.251], [-0.345, 0.367, -2.056], [-0.362, -2.882, 0.678], [-0.391, -3.899, 1.623], [-0.762, -2.326, 3.345], [-0.533, -1.562, 1.050], [-0.610, -3.660, 2.972], [-0.757, -1.264, 2.416], [-0.425, -0.500, 0.105], [-0.692, -4.692, 3.929], [-0.915, 0.040, 2.945], [-0.163, 0.008, -3.515], [2.039, 2.005, -1.151], [0.537, 4.100, -1.195], [-0.554, 1.830, -1.654], [0.761, 2.675, -1.798], [1.679, 3.418, -3.472], [-0.236, -3.035, -0.394], [-0.296, -4.944, 1.349], [-0.964, -2.072, 4.376], [-0.458, 0.426, 0.557], [-0.957, 0.440, -4.120], [-0.138, -1.091, -3.621], [0.810, 0.383, -3.884], [-1.304, 2.240, -2.353], [-0.949, 1.913, -0.668]],
  "forces_ev_per_angstrom": [[0.10, -0.24, -1.78], [0.96, -1.01, 1.05], [-0.12, 0.86, 0.54], [-0.86, 0.02, -1.28], [0.49, 0.20, -1.43], [-0.30, 1.19, 1.20], [-0.79, -0.73, 0.27], [-0.21, -0.18, -0.85], [0.64, -0.24, -0.10], [-0.52, -0.85, 0.06], [-0.34, 0.74, -0.70], [0.46, 0.81, 1.61], [0.29, -1.51, 1.19], [-0.04, -0.70, -0.09], [-0.16, -0.74, -0.66], [-0.36, 0.57, 0.14], [0.12, 2.54, -1.36], [0.02, 2.97, -1.08], [0.44, -2.77, 0.03], [-0.21, 0.07, 2.01], [0.06, -1.73, 1.76], [-0.07, 2.01, 0.53], [0.63, -0.29, 0.27], [-0.26, -0.26, -0.45], [0.14, 0.61, 0.59], [0.93, -0.55, -1.03], [0.00, -0.04, -1.68], [-0.70, -0.65, 0.53], [0.11, -0.36, 0.39], [0.10, 0.15, -0.30], [0.14, -0.08, 0.06], [-0.18, -0.61, -0.70], [-0.01, 0.02, -0.12], [-0.22, 0.56, 0.11], [-0.56, -0.01, 0.12], [0.50, 0.09, 0.32], [-0.26, 0.13, 0.82]],
  "orbital_gap_ev": 7.687,
  "homo_ev": -8.9,
  "e_lumo_ev": -1.20,
  "smiles": "C/C(CC(O)(C(F)(F)F)C(F)(F)F)=N/Nc1ccc([N+](=O)[O-])cc1[N+](=O)[O-]"
}

***

Entry 4:
{
  "formula": "C12H10InN2O16S3",
  "method": "ωB97M-V/def2-TZVPD",
  "species": ["In", "S", "O", "O", "O", "O", "S", "O", "O", "O", "O", "S", "O", "O", "O", "O", "C", "C", "C", "C", "C", "C", "N", "O", "O", "H", "H", "H", "H", "H", "C", "C", "C", "C", "C", "C", "N", "O", "O", "H", "H", "H", "H", "H"],
  "positions_angstrom": [[-2.231, -1.963, -0.770], [-2.570, 1.619, -0.848], [-3.731, 0.687, -0.708], [-1.366, 0.760, -0.903], [-2.682, 2.418, -2.061], [-2.629, 2.445, 0.366], [-3.168, -0.518, 2.375], [-1.868, -0.994, 1.947], [-3.683, -1.203, 3.556], [-3.253, 0.940, 2.555], [-4.109, -0.757, 1.218], [-3.956, -4.606, 0.617], [-3.264, -5.831, 1.051], [-5.416, -4.681, 0.784], [-3.478, -3.449, 1.407], [-3.582, -4.320, -0.790], [1.141, 2.850, 2.401], [2.280, 2.094, 2.657], [2.306, 0.747, 2.329], [1.168, 0.174, 1.764], [0.018, 0.925, 1.523], [-0.022, 2.258, 1.934], [1.120, -1.195, 1.313], [0.414, -1.416, 0.369], [1.882, -2.008, 1.820], [1.034, 3.883, 2.718], [3.188, 2.518, 3.068], [3.189, 0.148, 2.508], [-0.879, 0.482, 1.097], [-0.920, 2.847, 1.818], [3.956, 1.320, -1.951], [2.816, 1.152, -1.171], [1.760, 0.437, -1.687], [1.827, -0.018, -3.001], [3.004, 0.073, -3.731], [4.102, 0.729, -3.178], [0.685, -0.737, -3.556], [0.636, -0.903, -4.764], [-0.131, -1.088, -2.750], [4.810, 1.822, -1.500], [2.727, 1.518, -0.157], [0.795, 0.423, -1.182], [3.089, -0.398, -4.701], [4.993, 0.814, -3.785]],
  "forces_ev_per_angstrom": [[-0.82, -0.25, 0.69], [0.01, -0.21, 0.70], [-0.97, -0.75, -0.52], [0.53, 0.21, -0.16], [-0.27, 0.23, -0.42], [0.60, 0.45, -0.01], [-0.27, 0.08, 0.92], [0.61, -0.24, 0.20], [0.01, 0.17, -0.30], [0.30, -0.18, 0.11], [-0.65, -0.28, -0.81], [-0.83, -0.61, -0.83], [-0.07, -0.01, 0.39], [0.03, -0.44, -0.13], [0.86, 1.31, 0.95], [0.01, 0.12, -0.74], [-0.74, 0.08, 0.84], [0.42, -0.26, -0.38], [-0.20, -0.39, 0.10], [-0.76, 1.53, 0.14], [-0.32, 0.12, 0.41], [0.83, -0.04, -0.40], [1.04, -0.20, -0.19], [-0.24, -0.56, -0.39], [0.06, -0.07, 0.32], [0.49, 0.08, -0.08], [-0.07, 0.23, 0.06], [-0.02, -0.08, -0.01], [0.60, 0.10, 0.11], [-0.19, -0.28, -0.19], [0.93, 0.15, 1.42], [0.21, -0.24, -0.25], [-1.28, 0.65, -0.63], [1.26, -0.11, 0.33], [0.00, -0.17, -0.07], [-0.87, -0.16, -0.93], [-0.04, 0.39, 0.49], [0.06, -0.13, -0.36], [-0.29, -0.42, -0.43], [-0.09, 0.14, -0.14], [0.16, 0.25, -0.10], [0.02, -0.33, 0.11], [-0.21, 0.07, -0.05], [0.17, 0.05, 0.23]],
  "orbital_gap_ev": 3.543,
  "charge": -3,
  "homo_ev": 0.6,
  "e_lumo_ev": 4.18
}

***

Entry 5:
{
  "formula": "C12H10N2O4SeTi",
  "method": "ωB97M-V/def2-TZVPD",
  "species": ["Ti", "C", "O", "C", "O", "C", "O", "C", "O", "H", "H", "C", "N", "C", "Se", "N", "C", "C", "C", "C", "C", "C", "H", "H", "H", "H", "H", "H", "H", "H"],
  "positions_angstrom": [[-0.588, -1.662, -3.321], [-1.677, -2.662, -4.683], [-2.286, -3.237, -5.507], [1.308, -1.816, -4.275], [2.406, -1.843, -4.663], [0.842, -2.561, -2.117], [1.702, -2.940, -1.440], [0.571, -0.019, -3.814], [1.280, 0.896, -3.969], [2.869, 0.218, -1.368], [3.017, -0.350, -1.847], [0.096, 2.293, -0.079], [-0.156, 0.999, 0.565], [-0.869, -0.057, 0.062], [-1.695, -0.286, -1.610], [-1.067, -0.907, 1.112], [-0.644, -0.323, 2.304], [-0.996, -0.600, 3.619], [-0.827, 0.405, 4.564], [-0.268, 1.646, 4.200], [0.172, 1.891, 2.887], [-0.044, 0.882, 1.958], [-0.643, 3.032, 0.270], [0.039, 2.174, -1.167], [1.094, 2.627, 0.234], [-1.626, -1.757, 1.060], [-1.385, -1.584, 3.854], [-1.136, 0.264, 5.616], [-0.165, 2.441, 4.965], [0.675, 2.836, 2.589]],
  "forces_ev_per_angstrom": [[0.47, 2.01, 2.52], [-5.41, -5.18, -7.98], [3.63, 3.46, 5.14], [5.82, -2.01, -3.37], [-4.93, 0.11, 1.74], [4.80, -2.51, 4.87], [-3.94, 1.60, -3.10], [2.88, 6.84, -0.05], [-3.38, -4.27, 0.53], [0.05, -0.36, -0.30], [-0.04, 0.35, 0.31], [0.16, 0.16, -0.11], [-1.01, -0.13, -0.54], [1.55, 0.41, 2.16], [0.16, 0.06, -0.27], [-0.21, -0.14, -0.34], [-0.46, 0.01, -0.45], [-0.03, -0.41, 0.78], [-0.15, -0.62, 0.05], [0.76, 0.87, -0.69], [0.61, 0.83, 0.90], [-0.81, 0.22, -0.90], [0.19, -0.33, -0.18], [0.09, 0.15, 0.29], [-0.28, -0.08, -0.34], [0.16, 0.24, 0.05], [-0.19, 0.17, 0.27], [0.19, -0.10, -0.79], [-0.05, -0.62, -0.64], [-0.62, -0.73, 0.44]],
  "orbital_gap_ev": [3.470, 3.856],
  "s2": 0.86,
  "charge": 3,
  "homo_ev": [-18.2, -18.2],
  "e_lumo_ev": [-14.70, -14.38],
  "spin_multiplicity": 2
}

***

Entry 6:
{
  "formula": "C12H10NOReS6Se",
  "method": "ωB97M-V/def2-TZVPD",
  "species": ["Re", "S", "C", "S", "C", "C", "S", "S", "S", "Se", "C", "N", "C", "C", "C", "C", "C", "C", "C", "S", "C", "O", "H", "H", "H", "H", "H", "H", "H", "H", "H", "H"],
  "positions_angstrom": [[-1.403, -0.793, 1.488], [4.330, -2.588, 5.355], [2.983, -2.317, 4.472], [1.405, -2.051, 5.175], [0.554, -1.806, 3.673], [1.295, -1.940, 2.522], [0.656, -1.871, 0.921], [2.995, -2.259, 2.723], [-1.139, -1.502, 3.735], [-4.910, -3.843, 0.455], [-3.622, -2.780, 0.784], [-2.714, -2.049, 1.024], [0.042, 0.132, -4.668], [0.168, 0.485, -3.224], [-0.900, 0.284, -2.350], [-0.812, 0.682, -1.028], [0.360, 1.274, -0.572], [1.454, 1.428, -1.408], [1.353, 1.028, -2.728], [0.479, 1.915, 1.110], [-0.665, 3.314, 0.847], [-0.353, 0.939, 1.925], [-0.999, 0.130, -4.982], [0.441, -0.865, -4.850], [0.607, 0.833, -5.280], [-1.818, -0.156, -2.711], [-1.710, 0.593, -0.394], [2.364, 1.865, -1.021], [2.201, 1.155, -3.384], [-1.593, 2.957, 0.414], [-0.187, 4.015, 0.171], [-0.857, 3.792, 1.803]],
  "forces_ev_per_angstrom": [[3.05, -0.85, 1.71], [-0.49, 0.10, -0.30], [0.55, -0.16, 0.36], [0.23, 0.04, -0.17], [0.59, -0.34, -0.46], [-0.23, -0.08, 0.73], [-1.92, 0.93, 0.63], [-0.13, -0.04, 0.24], [-0.11, 0.65, -2.10], [-0.01, -0.02, -0.01], [-0.73, -0.69, -0.22], [0.10, 0.56, -0.25], [0.04, -0.13, -0.10], [0.15, 0.10, 0.11], [0.01, 0.01, 0.18], [0.00, -0.05, 0.23], [0.34, 0.24, 0.39], [-0.11, 0.01, 0.29], [-0.21, -0.03, -0.06], [-0.37, 0.74, -1.81], [0.31, -0.21, 0.42], [-1.33, -0.69, 0.61], [-0.02, 0.05, -0.07], [0.05, -0.07, -0.04], [-0.05, -0.02, -0.08], [-0.06, -0.05, -0.05], [-0.04, 0.12, -0.03], [0.10, 0.01, -0.05], [0.05, 0.02, -0.09], [-0.03, -0.21, -0.06], [0.18, 0.05, -0.09], [0.09, 0.00, 0.13]],
  "orbital_gap_ev": [4.938, 4.894],
  "s2": 0.83,
  "charge": 1,
  "homo_ev": [-10.3, -10.3],
  "e_lumo_ev": [-5.39, -5.37],
  "spin_multiplicity": 2
}

***

Entry 7:
{
  "formula": "C12H10NPtS4Sb",
  "method": "ωB97M-V/def2-TZVPD",
  "species": ["Pt", "S", "Sb", "S", "S", "S", "N", "C", "C", "C", "C", "C", "C", "C", "C", "C", "C", "C", "C", "H", "H", "H", "H", "H", "H", "H", "H", "H", "H"],
  "positions_angstrom": [[-1.069, -0.508, 1.842], [-1.108, -3.664, 5.304], [-1.348, -1.411, 5.061], [0.350, -0.494, 3.559], [-2.852, -0.769, 3.330], [-1.683, -0.178, 6.950], [0.775, 1.643, 0.863], [0.290, 1.922, -0.375], [-0.079, 3.228, -0.728], [-0.614, 3.514, -1.971], [-0.790, 2.502, -2.903], [-0.437, 1.203, -2.553], [0.086, 0.873, -1.308], [0.416, -0.556, -1.006], [1.130, -1.243, -1.997], [1.423, -2.592, -1.874], [0.985, -3.272, -0.747], [0.283, -2.594, 0.240], [-0.027, -1.223, 0.168], [0.924, 2.385, 1.522], [1.361, 0.839, 0.986], [0.065, 4.021, 0.000], [-0.893, 4.534, -2.210], [-1.213, 2.711, -3.878], [-0.609, 0.396, -3.256], [1.476, -0.697, -2.870], [1.994, -3.100, -2.645], [1.203, -4.328, -0.626], [-0.039, -3.140, 1.120]],
  "forces_ev_per_angstrom": [[-1.35, -1.31, -0.75], [0.02, -0.02, 0.02], [0.04, 0.06, 0.10], [0.25, -0.10, 0.19], [0.04, 0.52, 0.09], [0.10, -0.01, 0.07], [0.79, 0.54, 0.01], [-0.25, -0.11, -0.21], [0.01, -0.07, 0.04], [0.00, 0.01, -0.01], [0.00, 0.00, -0.03], [-0.04, -0.02, 0.05], [0.01, 0.11, 0.12], [-0.14, -0.13, -0.02], [-0.01, -0.01, -0.01], [0.02, 0.04, -0.03], [-0.07, -0.02, 0.03], [-0.06, -0.03, 0.02], [0.95, 0.78, 0.18], [-0.06, 0.04, -0.03], [-0.31, -0.26, 0.14], [0.00, 0.00, 0.00], [0.00, 0.00, 0.00], [0.00, 0.00, 0.01], [0.00, 0.01, -0.01], [-0.01, -0.01, 0.00], [0.00, 0.00, 0.00], [0.00, 0.01, 0.00], [0.05, 0.00, 0.01]],
  "orbital_gap_ev": 5.667,
  "charge": -2,
  "homo_ev": -1.0,
  "e_lumo_ev": 4.66
}

***

Entry 8:
{
  "formula": "C12H10O2",
  "method": "ωB97M-V/def2-TZVPD",
  "species": ["C", "C", "C", "C", "C", "C", "C", "C", "C", "O", "C", "C", "C", "O", "H", "H", "H", "H", "H", "H", "H", "H", "H", "H"],
  "positions_angstrom": [[3.618, 0.519, 0.304], [2.596, 1.450, -0.506], [1.140, 0.945, -0.190], [0.649, 1.254, 1.165], [-0.678, 0.791, 1.574], [-1.462, 0.040, 0.606], [-0.985, -0.261, -0.759], [0.338, 0.206, -1.147], [-1.919, -1.096, -1.698], [-2.010, -0.878, -2.878], [-2.751, -2.195, -0.955], [-3.180, -1.924, 0.304], [-2.873, -0.535, 0.964], [-3.666, 0.050, 1.656], [3.184, -0.515, 0.260], [3.608, 0.852, 1.380], [4.654, 0.570, -0.120], [2.733, 2.511, -0.176], [2.783, 1.310, -1.599], [1.296, 1.812, 1.885], [-1.057, 1.015, 2.600], [0.696, -0.054, -2.167], [-2.967, -3.194, -1.403], [-3.748, -2.672, 0.899]],
  "forces_ev_per_angstrom": [[-0.95, 0.50, -0.10], [-0.25, -1.29, 0.36], [-0.52, 0.54, 0.98], [-1.67, -1.47, -1.45], [1.15, -0.11, -2.03], [0.50, -0.19, -0.62], [0.82, 0.82, 1.85], [-1.11, 0.10, 1.57], [0.09, -0.11, 1.23], [0.22, -0.31, 0.34], [0.24, 0.62, 0.97], [0.52, 0.41, -0.41], [1.01, -0.37, -0.88], [0.32, -0.43, -0.01], [0.82, 0.77, 0.06], [0.21, -0.45, -1.04], [-0.96, -0.12, 0.47], [-0.24, -0.87, -0.58], [-0.11, 0.44, 0.83], [-0.67, -0.55, -0.83], [0.21, -0.33, -1.13], [-0.14, 0.43, 0.90], [0.23, 1.16, 0.01], [0.29, 0.82, -0.49]],
  "orbital_gap_ev": 8.579,
  "homo_ev": -9.3,
  "e_lumo_ev": -0.73,
  "smiles": "CCc1ccc2c(c1)C(=O)C=CC2=O"
}

***

| no. | calculated total energy (eV) |
| --- | --- |
| 1 | -66338.9271 |
| 2 | -35721.8396 |
| 3 | -45103.0640 |
| 4 | -86014.7754 |
| 5 | -112203.4488 |
| 6 | -148623.1274 |
| 7 | -67224.5515 |
| 8 | -16699.2289 |